A single C9H12O2 molecule at a distorted geometry. Source: the Open Molecules 2025 dataset; level of theory: ωB97M-V/def2-TZVPD.

Gap between HOMO and LUMO ... 9.00 eV
F_max ... 4.128 eV/Å
HOMO ... -8.46 eV
ΔE to the lowest compared entry with this formula, charge and spin ... 34.3 kcal/mol
LUMO energy ... 0.5 eV
Structure (SMILES) ... O=C1C[C@H]2CCCCC2=C1O
DFT total energy ... -500.56673 Ha

```
! RIJCOSX wB97M-V def2-TZVPD def2/J DEFGRID3
* xyz 0 1
C -0.033 -1.385 -0.514
C 0.059 -0.359 0.449
C -0.530 -0.458 1.783
C -0.438 0.865 2.515
C -0.622 2.076 1.574
C 0.408 2.176 0.451
C 0.902 0.800 -0.031
C 0.952 0.646 -1.638
C 0.358 -0.826 -1.854
H -1.015 -2.963 -1.184
H -1.611 -0.779 1.521
H -0.053 -1.147 2.358
H -1.227 0.864 3.245
H 0.440 0.976 3.074
H -0.758 3.037 2.164
H -1.634 1.886 1.097
H 1.359 2.618 0.961
H -0.111 2.866 -0.292
H 2.006 0.616 0.306
H 0.330 1.452 -2.044
H 1.979 0.724 -1.849
O -0.839 -2.458 -0.341
O 0.084 -1.461 -2.878
*
```

=====

A single C31H31N3O5 molecule. Source: the Open Molecules 2025 dataset; level of theory: ωB97M-V/def2-TZVPD.

Gap between HOMO and LUMO ... 8.49 eV
F_max ... 0.964 eV/Å
HOMO ... -8.24 eV
ΔE to the lowest compared entry with this formula, charge and spin ... 73.8 kcal/mol
LUMO energy ... 0.3 eV
Structure (SMILES) ... O=C(NC1CCCCC1)[C@H](c1ccc2ncccc2c1)N(Cc1ccco1)C(=O)c1ccc2c(c1)OCCO2
DFT total energy ... -1740.40360 Ha

```
! RIJCOSX wB97M-V def2-TZVPD def2/J DEFGRID3
* xyz 0 1
O 2.311 1.357 -1.163
C 1.436 1.834 -0.463
N 0.791 2.985 -0.718
H -0.068 3.144 -0.205
C 0.962 3.762 -1.940
C 0.513 2.971 -3.171
C 0.650 3.826 -4.427
C 2.091 4.297 -4.595
C 2.543 5.078 -3.364
C 2.411 4.221 -2.110
H 2.719 4.786 -1.228
H 3.050 3.342 -2.193
H 3.581 5.394 -3.484
H 1.929 5.977 -3.259
H 2.740 3.429 -4.727
H 2.177 4.922 -5.486
H 0.341 3.248 -5.300
H -0.010 4.694 -4.349
H 1.138 2.081 -3.259
H -0.524 2.650 -3.040
H 0.322 4.645 -1.829
C 0.869 1.120 0.778
C 1.833 0.390 1.681
C 1.361 -0.026 2.903
C 2.169 -0.773 3.776
C 1.720 -1.261 5.021
C 2.571 -2.004 5.791
C 3.872 -2.248 5.312
N 4.326 -1.807 4.174
C 3.505 -1.075 3.394
C 3.982 -0.597 2.157
C 3.165 0.112 1.322
H 3.531 0.456 0.368
H 5.002 -0.819 1.889
H 4.567 -2.834 5.901
H 2.266 -2.399 6.748
H 0.710 -1.045 5.342
H 0.342 0.193 3.196
N -0.145 0.198 0.245
C -1.379 0.711 0.026
O -1.643 1.876 0.300
C -2.416 -0.188 -0.554
C -3.127 0.268 -1.656
C -4.144 -0.498 -2.205
C -4.455 -1.741 -1.642
C -3.771 -2.170 -0.510
C -2.761 -1.402 0.034
H -2.244 -1.742 0.916
H -4.048 -3.117 -0.077
O -5.419 -2.558 -2.168
C -5.828 -2.183 -3.465
C -6.038 -0.672 -3.537
H -6.364 -0.363 -4.531
O -4.823 -0.001 -3.287
H -6.789 -0.376 -2.792
H -6.753 -2.724 -3.667
H -5.062 -2.477 -4.197
H -2.902 1.225 -2.097
C 0.350 -1.032 -0.342
C 0.716 -2.065 0.677
C 1.839 -2.829 0.806
C 1.639 -3.640 1.950
C 0.412 -3.310 2.429
O -0.158 -2.364 1.663
H -0.148 -3.659 3.274
H 2.322 -4.357 2.357
H 2.701 -2.810 0.174
H -0.420 -1.423 -1.016
H 1.247 -0.803 -0.929
H 0.319 1.849 1.384
*
```

=====

2 unconnected molecules or ions with the total composition C3H10N2O at a distorted geometry. Source: the Open Molecules 2025 dataset; level of theory: ωB97M-V/def2-TZVPD.

Gap between HOMO and LUMO (spin up / spin down) ... 9.23 / 5.48 eV
F_max ... 1.403 eV/Å
HOMO (spin up / spin down) ... -13.25 / -13.25 eV
ΔE to the lowest compared entry with this formula, charge and spin ... 41.5 kcal/mol
LUMO energy (spin up / spin down) ... -4.0 / -7.8 eV
DFT total energy ... -304.71920 Ha

```
! RIJCOSX wB97M-V def2-TZVPD def2/J DEFGRID3
* xyz 1 2
C 1.907 -0.818 0.988
C 2.772 0.016 1.688
N 1.282 -0.654 -0.157
H 1.762 -1.755 1.524
H 3.289 -0.419 2.532
H 3.112 0.990 1.361
H -1.134 -0.449 -2.065
H 0.742 -1.436 -0.503
H 1.006 0.284 -0.462
N -2.600 -0.032 -0.396
C -1.731 0.977 -0.917
O -0.977 0.482 -2.037
H -3.543 -0.006 -0.743
H -2.593 -0.195 0.599
H -0.996 1.186 -0.142
H -2.299 1.829 -1.270
*
```

=====

A molecular structure, C40H40BrN11O4Ti. Source: the Open Molecules 2025 dataset; level of theory: ωB97M-V/def2-TZVPD.

Gap between HOMO and LUMO (spin up / spin down) ... 5.05 / 7.26 eV
F_max ... 0.435 eV/Å
HOMO (spin up / spin down) ... -7.85 / -10.30 eV
ΔE to the lowest compared entry with this formula, charge and spin ... 10.6 kcal/mol
LUMO energy (spin up / spin down) ... -2.8 / -3.0 eV
DFT total energy ... -5875.02863 Ha

```
! RIJCOSX wB97M-V def2-TZVPD def2/J DEFGRID3
* xyz 1 2
Ti -0.587 0.391 1.588
O 3.123 0.785 -2.478
C 3.520 -0.077 -1.463
C 4.863 -0.337 -1.240
C 5.237 -1.158 -0.187
C 4.272 -1.703 0.647
C 2.935 -1.432 0.413
C 2.536 -0.622 -0.648
C 1.072 -0.374 -0.902
O 0.406 -0.339 0.350
N 0.509 -1.398 -1.742
N -0.842 -1.173 -1.943
C -1.571 -2.189 -2.157
C -3.012 -2.095 -2.372
Br -3.849 -0.485 -1.816
C -3.769 -3.087 -2.846
C -3.258 -4.364 -3.377
C -3.900 -5.554 -3.034
C -3.440 -6.767 -3.515
C -2.344 -6.808 -4.368
C -1.718 -5.629 -4.743
C -2.174 -4.413 -4.255
H 3.851 0.872 -3.104
H 5.613 0.109 -1.884
H 6.286 -1.361 -0.017
H 4.555 -2.328 1.483
H 2.178 -1.847 1.067
H 0.884 0.580 -1.397
H 0.708 -2.333 -1.387
H -1.161 -3.202 -2.151
H -4.845 -2.962 -2.834
H -4.759 -5.523 -2.374
H -3.939 -7.683 -3.231
H -1.991 -7.756 -4.751
H -0.882 -5.654 -5.430
H -1.710 -3.491 -4.583
C -4.439 -1.187 2.492
C -4.205 -2.489 2.977
C -2.927 -2.880 3.243
C -1.836 -1.999 3.035
N -2.071 -0.776 2.460
C -3.367 -0.386 2.257
N -0.630 -2.437 3.430
C 0.423 -1.648 3.506
N 0.520 -0.338 3.105
C 1.815 0.104 3.340
N 2.298 1.311 3.060
C 1.549 2.302 2.629
C 2.167 3.596 2.546
C 1.430 4.716 2.331
C 0.017 4.592 2.158
C -0.519 3.344 2.127
N 0.202 2.188 2.262
C 2.569 -0.964 3.927
C 3.897 -1.052 4.351
C 4.324 -2.257 4.867
C 3.455 -3.361 4.972
C 2.140 -3.276 4.561
C 1.706 -2.062 4.034
H -5.435 -0.822 2.292
H -5.030 -3.167 3.150
H -2.690 -3.853 3.648
H -3.511 0.601 1.843
H 3.228 3.633 2.749
H 1.901 5.691 2.336
H -0.627 5.457 2.093
H -1.587 3.223 1.999
H 4.559 -0.200 4.273
H 5.347 -2.362 5.205
H 3.829 -4.287 5.387
H 1.463 -4.115 4.644
N -1.391 2.118 -2.313
C -1.624 2.974 -1.143
C -2.195 4.323 -1.553
C -1.345 5.049 -2.597
C -0.056 5.695 -2.082
N 0.808 4.849 -1.251
C 1.475 3.778 -1.657
N 2.101 3.009 -0.768
N 1.558 3.454 -2.957
C -2.469 2.275 -0.087
O -3.589 2.559 0.245
O -1.766 1.287 0.464
H -2.213 2.140 -2.909
H -1.282 1.145 -2.034
H -0.666 3.117 -0.647
H -2.331 4.945 -0.663
H -3.196 4.163 -1.960
H -1.929 5.862 -3.035
H -1.138 4.357 -3.416
H -0.307 6.544 -1.448
H 0.529 6.093 -2.914
H 0.759 4.981 -0.249
H 2.184 3.297 0.199
H 2.663 2.253 -1.128
H 0.835 3.804 -3.564
H 1.824 2.496 -3.146
*
```

=====

A single C26H23N3O5 molecule at a distorted geometry. Source: the Open Molecules 2025 dataset; level of theory: ωB97M-V/def2-TZVPD.

Gap between HOMO and LUMO ... 7.76 eV
F_max ... 1.137 eV/Å
HOMO ... -8.12 eV
ΔE to the lowest compared entry with this formula, charge and spin ... 61.2 kcal/mol
LUMO energy ... -0.4 eV
Structure (SMILES) ... COc1cccc(C(=O)N/N=c2\oc3c(OC)cccc3cc2C(=O)NCc2ccccc2)c1
DFT total energy ... -1545.04373 Ha

```
! RIJCOSX wB97M-V def2-TZVPD def2/J DEFGRID3
* xyz 0 1
C -4.930 -3.838 -1.805
H -4.629 -4.686 -1.183
O -5.107 -2.671 -1.037
C -4.048 -2.192 -0.332
C -4.296 -1.063 0.453
C -3.288 -0.503 1.209
C -2.009 -1.036 1.182
C -1.756 -2.159 0.405
C -2.774 -2.747 -0.339
H -2.542 -3.634 -0.905
C -0.428 -2.828 0.418
O -0.281 -4.028 0.548
N 0.661 -2.017 0.298
N 0.578 -0.714 -0.073
C 1.645 -0.019 -0.208
C 1.627 1.356 -0.659
C 2.801 2.028 -0.744
C 4.051 1.413 -0.411
C 4.014 0.074 -0.017
C 5.195 -0.621 0.306
C 6.400 0.061 0.228
C 6.436 1.397 -0.160
C 5.283 2.073 -0.479
H 5.307 3.107 -0.784
H 7.390 1.899 -0.211
H 7.324 -0.440 0.470
O 5.034 -1.920 0.669
C 6.179 -2.667 1.007
H 5.813 -3.661 1.262
H 6.697 -2.239 1.870
H 6.872 -2.742 0.163
O 2.850 -0.613 0.074
H 2.786 3.052 -1.089
C 0.393 2.096 -1.096
O 0.487 3.230 -1.535
N -0.769 1.432 -0.994
H -0.764 0.504 -0.585
C -2.020 2.027 -1.397
C -2.897 2.413 -0.234
C -4.277 2.300 -0.329
C -5.088 2.676 0.728
C -4.525 3.164 1.895
C -3.149 3.282 1.996
C -2.340 2.912 0.936
H -1.267 3.014 1.012
H -2.704 3.667 2.902
H -5.156 3.453 2.722
H -6.160 2.585 0.642
H -4.720 1.915 -1.237
H -2.555 1.330 -2.050
H -1.766 2.927 -1.970
H 1.577 -2.457 0.360
H -1.226 -0.600 1.782
H -3.500 0.355 1.827
H -5.292 -0.652 0.461
H -5.901 -4.046 -2.253
H -4.190 -3.688 -2.598
*
```

=====

A single C10H8FI molecule at a distorted geometry. Source: the Open Molecules 2025 dataset; level of theory: ωB97M-V/def2-TZVPD.

Gap between HOMO and LUMO (spin up / spin down) ... 7.62 / 8.00 eV
F_max ... 1.247 eV/Å
HOMO (spin up / spin down) ... -7.12 / -9.02 eV
LUMO energy (spin up / spin down) ... 0.5 / -1.0 eV
DFT total energy ... -783.22969 Ha

```
! RIJCOSX wB97M-V def2-TZVPD def2/J DEFGRID3
* xyz 0 3
C -2.237 -1.666 -0.418
C -1.498 -2.541 0.363
C -1.749 -0.419 -0.777
C -0.237 -2.161 0.822
C -0.470 -0.030 -0.359
C 0.200 -0.947 0.404
C 0.381 2.312 0.357
C 0.101 1.288 -0.710
C 1.542 1.629 -0.304
C 2.334 0.678 0.474
F 2.455 0.878 1.798
I 4.013 -0.235 -0.388
H -3.220 -1.961 -0.749
H -1.876 -3.524 0.610
H -2.357 0.257 -1.363
H 0.355 -2.806 1.452
H 0.195 3.353 0.137
H 0.191 2.043 1.386
H -0.218 1.682 -1.669
H 2.094 2.170 -1.066
*
```

=====

A molecular structure, C14H14N3O11V at a distorted geometry. Source: the Open Molecules 2025 dataset; level of theory: ωB97M-V/def2-TZVPD.

Gap between HOMO and LUMO ... 5.72 eV
F_max ... 3.730 eV/Å
HOMO ... -2.30 eV
LUMO energy ... 3.4 eV
DFT total energy ... -2477.54600 Ha

```
! RIJCOSX wB97M-V def2-TZVPD def2/J DEFGRID3
* xyz -2 1
O -1.498 -0.275 0.107
V -0.260 0.699 -0.243
O 0.965 0.466 0.778
N 1.566 -2.045 -1.516
O 2.067 -3.192 -1.337
O 2.151 -1.188 -2.205
O 0.424 -1.789 -0.990
O 0.700 1.656 -2.056
C -0.015 2.864 -2.020
C -0.540 3.479 -0.715
O -1.248 2.581 0.132
H -0.890 2.823 -2.704
H 0.571 3.575 -2.637
H -1.222 4.320 -0.918
H 0.247 4.002 -0.141
C 0.449 2.099 3.696
C 1.753 2.453 3.355
C 2.764 2.415 4.301
C 2.400 2.279 5.636
C 1.085 2.130 6.044
C 0.119 2.027 5.043
N 3.494 2.092 6.630
O 3.187 1.735 7.758
O 4.625 2.365 6.300
H -0.383 2.101 3.005
H 1.894 2.757 2.326
H 3.793 2.528 3.995
H 0.782 2.121 7.080
H -0.886 1.795 5.373
C -3.095 -2.003 -3.469
C -2.279 -2.495 -2.460
C -1.486 -3.594 -2.757
C -1.486 -4.144 -4.029
C -2.356 -3.687 -5.019
C -3.137 -2.573 -4.737
N -0.659 -5.336 -4.363
O 0.314 -5.581 -3.718
O -1.077 -6.020 -5.285
H -3.641 -1.087 -3.272
H -2.133 -2.043 -1.488
H -0.680 -3.941 -2.115
H -2.505 -4.211 -5.951
H -3.873 -2.158 -5.413
*
```

=====

A molecular structure, C14H14AsCl3F6GeIN2O9P2Sr. Source: the Open Molecules 2025 dataset; level of theory: ωB97M-V/def2-TZVPD.

Gap between HOMO and LUMO ... 8.86 eV
F_max ... 0.153 eV/Å
HOMO ... -7.11 eV
ΔE to the lowest compared entry with this formula, charge and spin ... 14.3 kcal/mol
LUMO energy ... 1.7 eV
DFT total energy ... -8632.99920 Ha

```
! RIJCOSX wB97M-V def2-TZVPD def2/J DEFGRID3
* xyz -1 1
Sr -0.344 1.608 -1.337
C -2.804 -4.803 0.376
C -2.015 -4.000 -0.616
N -2.347 -4.126 -1.897
C -1.602 -3.523 -2.818
C -0.460 -2.794 -2.537
C 0.474 -2.375 -3.636
O 1.670 -3.174 -3.599
C -0.134 -2.605 -1.190
C 1.160 -1.946 -0.870
N 1.358 -0.697 -0.965
C 2.724 -0.287 -0.972
C 3.576 -0.816 -1.940
C 4.891 -0.390 -2.018
C 5.371 0.566 -1.136
C 4.528 1.105 -0.175
C 3.209 0.684 -0.101
I 1.925 1.504 1.325
C -0.934 -3.199 -0.227
O -0.565 -3.073 1.093
H -3.345 -5.574 -0.167
H -3.533 -4.194 0.911
H -2.151 -5.271 1.113
H -1.910 -3.654 -3.850
H 0.803 -1.344 -3.529
H -0.025 -2.466 -4.603
H 1.416 -4.098 -3.687
H 1.995 -2.619 -0.657
H 3.181 -1.539 -2.643
H 5.537 -0.798 -2.784
H 6.396 0.907 -1.201
H 4.890 1.856 0.513
O -2.354 3.006 -2.624
P -1.233 3.537 -3.701
O -1.679 4.697 -4.475
O -0.007 3.508 -2.828
O -1.162 2.246 -4.722
P -0.611 0.794 -4.276
O -0.964 -0.074 -5.584
O 0.853 0.835 -3.993
O -1.447 0.279 -3.132
H -3.186 2.741 -3.029
H -0.372 0.170 -6.305
F -1.519 0.949 0.873
As -2.044 2.436 1.733
F -2.933 1.478 2.847
F -3.374 2.500 0.646
F -2.485 3.910 2.481
F -1.048 3.279 0.538
F -0.631 2.301 2.736
Cl -3.301 -1.492 1.572
Ge -1.539 -2.327 2.362
Cl -0.294 -0.956 3.359
Cl -2.040 -3.848 3.768
*
```

=====

A single C19H23ClN2O7S molecule. Source: the Open Molecules 2025 dataset; level of theory: ωB97M-V/def2-TZVPD.

Gap between HOMO and LUMO ... 9.35 eV
F_max ... 0.897 eV/Å
HOMO ... -8.80 eV
LUMO energy ... 0.6 eV
Structure (SMILES) ... C[C@@H](OC(=O)C1=COCCO1)C(=O)Nc1cc(S(=O)(=O)N2CCCCC2)ccc1Cl
DFT total energy ... -2232.39156 Ha

```
! RIJCOSX wB97M-V def2-TZVPD def2/J DEFGRID3
* xyz 0 1
C -2.709 3.245 1.117
H -1.962 3.631 1.804
H -3.694 3.596 1.412
H -2.481 3.603 0.118
C -2.669 1.726 1.130
C -1.288 1.211 0.663
O -0.432 1.951 0.241
N -1.167 -0.134 0.810
C -0.073 -0.920 0.465
C 0.930 -0.484 -0.400
C 1.995 -1.311 -0.689
C 2.097 -2.580 -0.152
C 1.096 -3.038 0.688
C 0.026 -2.215 0.995
Cl -1.218 -2.800 2.046
H 1.141 -4.029 1.110
H 2.943 -3.193 -0.415
S 3.317 -0.722 -1.747
O 2.819 0.339 -2.576
O 3.935 -1.852 -2.378
N 4.365 -0.151 -0.579
C 4.067 1.178 -0.090
C 4.747 1.378 1.263
C 6.250 1.148 1.132
C 6.507 -0.240 0.549
C 5.779 -0.378 -0.785
H 5.884 -1.380 -1.201
H 6.188 0.345 -1.508
H 7.576 -0.401 0.398
H 6.135 -0.999 1.238
H 6.731 1.243 2.107
H 6.677 1.904 0.470
H 4.330 0.664 1.975
H 4.542 2.387 1.624
H 2.985 1.265 0.003
H 4.413 1.938 -0.805
H 0.871 0.489 -0.858
H -1.937 -0.634 1.261
H -2.868 1.329 2.136
O -3.698 1.253 0.246
C -4.250 0.060 0.509
O -3.850 -0.681 1.380
C -5.377 -0.232 -0.382
C -5.903 0.678 -1.226
O -6.907 0.422 -2.086
C -7.224 -0.954 -2.190
H -8.218 -1.015 -2.633
C -7.181 -1.607 -0.804
H -7.412 -2.671 -0.860
O -5.886 -1.504 -0.261
H -7.905 -1.102 -0.150
H -6.494 -1.448 -2.842
H -5.545 1.692 -1.271
*
```

=====

A single C5H6N4O2 molecule at a distorted geometry. Source: the Open Molecules 2025 dataset; level of theory: ωB97M-V/def2-TZVPD.

Gap between HOMO and LUMO (spin up / spin down) ... 7.84 / 7.84 eV
F_max ... 4.736 eV/Å
HOMO (spin up / spin down) ... -8.55 / -8.55 eV
ΔE to the lowest compared entry with this formula, charge and spin ... 85.2 kcal/mol
LUMO energy (spin up / spin down) ... -0.7 / -0.7 eV
DFT total energy ... -563.52596 Ha

```
! RIJCOSX wB97M-V def2-TZVPD def2/J DEFGRID3
* xyz 0 1
C -2.100 1.318 0.702
C 0.566 1.196 -0.610
C 0.306 -0.996 -0.064
C -2.153 -0.782 -0.288
C 2.532 -0.287 0.359
N -2.617 0.262 0.570
N -0.668 0.835 -0.936
N 1.259 -0.056 -0.253
N -0.828 -0.437 -0.621
O 1.068 2.287 -0.449
O 0.473 -2.127 0.385
H -1.494 2.205 0.875
H -2.197 -1.832 0.088
H -2.907 -0.589 -1.193
H 2.528 -0.612 1.322
H 3.094 -1.071 -0.198
H 3.136 0.687 0.311
*
```